This record from the OMol25 dataset describes a cluster of 14 separate species, C42H112O14 in total. The level of theory is the ωB97M-V functional and the def2-TZVPD basis.

## Properties
- LUMO: 0.2 eV
- ΔE to the lowest compared entry with this formula, charge and spin: 507.8 kJ/mol
- Calculated total energy: -2720.59595 a.u.
- Total charge: 0
- Gap between HOMO and LUMO: 9.42 eV
- Highest occupied orbital energy: -9.18 eV

Structure (XYZ):
```
168
Properties=species:S:1:pos:R:3:forces:R:3
C 4.01698 -4.05115 0.31051 -0.73 2.00 0.11
C 3.38629 -2.65453 -0.12189 1.28 0.19 2.64
C 4.35852 -1.89236 -0.95489 0.31 -0.03 -1.49
O 2.16389 -2.80813 -0.73555 -0.87 -1.55 -1.11
H 4.97500 -3.96148 0.82260 0.20 0.56 -0.28
H 4.20011 -4.59348 -0.61709 -0.43 -0.61 0.30
H 3.38631 -4.45752 1.10123 -0.30 -0.70 -0.65
H 3.15829 -2.04301 0.75112 0.36 -0.18 0.74
H 5.14387 -1.33033 -0.44946 0.18 -0.63 0.32
H 3.90371 -1.15146 -1.61240 -0.47 -0.04 0.06
H 4.71092 -2.69492 -1.60281 0.92 0.50 -0.48
H 1.68685 -1.97998 -0.64489 -0.52 0.50 -0.17
C -4.29161 4.28251 -5.33972 -0.31 1.11 -1.95
C -5.21773 3.13626 -5.69749 0.98 0.57 0.96
C -5.77548 3.12139 -7.13543 -0.22 -0.12 1.28
O -4.49855 1.99827 -5.35971 0.86 -2.52 -0.46
H -3.73158 4.12214 -4.41845 -0.59 0.39 0.29
H -4.87843 5.19349 -5.45743 0.12 0.38 1.00
H -3.54860 4.44844 -6.11979 0.33 -0.44 -0.20
H -5.96231 3.14559 -4.90149 -1.11 0.39 -0.63
H -5.07339 2.88434 -7.93479 0.39 0.28 0.35
H -6.21884 4.10840 -7.26712 -0.18 -0.11 -0.43
H -6.53953 2.34545 -7.18284 -0.21 0.17 -0.06
H -3.67268 2.24626 -4.93775 -0.06 -0.14 -0.12
C 2.85573 6.93004 4.57648 -0.85 -0.13 -1.06
C 2.48192 7.64169 3.27159 0.87 0.55 0.10
C 3.18980 7.05177 2.08131 -0.01 -1.03 0.68
O 1.09620 7.55095 3.00661 -0.27 0.16 -0.08
H 2.40480 5.95399 4.39739 0.19 -0.43 0.60
H 2.34960 7.41888 5.40893 0.25 -0.07 0.18
H 3.92964 6.82319 4.72942 -0.12 0.17 0.06
H 2.84513 8.66818 3.32169 -0.57 0.55 0.22
H 4.26073 7.17746 2.24073 0.09 0.21 -0.50
H 2.80350 7.41080 1.12739 0.26 0.15 0.11
H 2.98963 5.98374 2.16711 0.06 -0.30 -0.51
H 0.59431 7.36129 3.80269 0.10 0.10 0.16
C 2.75128 1.70176 6.58654 0.14 -0.62 0.29
C 4.24777 1.31899 6.36315 -1.25 1.39 0.21
C 4.93274 2.44202 5.45776 1.21 -1.19 0.39
O 4.84511 1.17964 7.65286 0.33 0.38 -0.41
H 2.65602 2.50694 7.31504 0.25 0.70 -0.46
H 2.18159 0.94241 7.12220 0.30 -0.63 -0.20
H 2.19807 1.88860 5.66612 0.17 0.34 -0.01
H 4.28616 0.28416 6.02291 0.24 0.35 -0.88
H 5.95860 2.17449 5.20450 0.11 -0.76 -0.09
H 5.19611 3.37110 5.96330 -0.97 0.16 0.56
H 4.50175 2.68367 4.48619 -0.65 -0.22 0.28
H 4.68866 2.01296 8.10306 0.12 0.12 0.29
C -4.06573 2.44133 3.57850 -0.35 -1.15 -0.11
C -2.80890 3.04341 2.95347 -0.81 0.17 1.34
C -1.82122 3.59346 3.96158 0.78 0.49 -0.34
O -2.20002 2.05844 2.17461 0.26 -0.82 -0.70
H -4.81051 2.25950 2.80368 -0.37 0.76 0.03
H -4.45822 2.90455 4.48375 -0.07 0.70 -0.44
H -3.97952 1.40675 3.91062 1.05 -0.21 0.09
H -3.12926 3.86295 2.31019 -0.04 0.24 -0.06
H -2.16571 4.51801 4.42486 -0.18 -0.14 0.23
H -0.93354 3.86723 3.39133 0.19 0.23 -0.11
H -1.43173 2.89159 4.69899 -0.54 -0.21 0.12
H -1.70094 2.50069 1.48400 0.15 -0.05 -0.10
C 1.53622 -6.59868 -0.57942 -1.06 0.92 -0.19
C 2.24582 -6.46141 -1.92526 -0.12 -1.14 0.55
C 1.86378 -7.57635 -2.91758 0.21 0.40 0.33
O 2.01975 -5.17367 -2.49097 0.32 -0.92 -0.57
H 1.68347 -7.53199 -0.03594 0.14 -0.01 -0.27
H 0.47436 -6.41791 -0.74644 -0.37 -0.53 -0.16
H 1.74023 -5.75728 0.08279 0.68 -0.05 0.08
H 3.28801 -6.70597 -1.71997 0.60 0.82 -0.09
H 0.87356 -7.42282 -3.34653 0.05 -0.10 -0.06
H 1.92086 -8.53225 -2.39691 -0.33 -0.01 0.19
H 2.63281 -7.67836 -3.68328 -0.21 0.37 -0.32
H 1.98968 -4.48752 -1.82023 0.06 0.40 0.47
C 1.44836 1.41106 -0.15854 0.32 0.49 0.65
C 0.08617 0.76007 -0.22892 1.14 -0.44 -1.49
C -0.96137 1.45600 -1.16736 0.22 -0.10 2.02
O 0.43506 -0.55034 -0.73421 -0.14 0.34 0.14
H 2.06379 1.19766 -1.03250 -0.29 0.36 -0.27
H 2.00164 0.99676 0.68427 0.00 -0.31 0.15
H 1.37232 2.47308 0.07475 0.04 0.01 -0.45
H -0.23298 0.65369 0.80787 -0.66 0.15 -0.08
H -1.90526 1.30040 -0.64490 -0.49 -0.37 -0.59
H -0.96980 1.10284 -2.19853 0.14 -0.03 0.22
H -0.85288 2.53907 -1.11009 0.38 0.00 -0.38
H -0.34717 -1.10369 -0.79360 -0.53 -0.54 0.12
C -0.72302 5.49710 -2.01341 1.28 1.16 0.10
C 0.66789 5.41017 -1.33080 -0.35 -1.89 0.29
C 0.51123 4.98923 0.12663 0.98 0.02 -0.85
O 1.39108 4.32021 -2.01791 -1.64 0.91 -0.23
H -1.44263 6.14183 -1.50883 0.15 -0.17 0.71
H -1.13589 4.49144 -2.09253 0.08 0.19 -0.49
H -0.56690 6.07592 -2.92374 -0.23 -0.83 -0.67
H 1.24708 6.33317 -1.30404 -0.05 0.16 -0.65
H 1.52580 4.70668 0.40755 0.05 0.16 0.61
H -0.05615 4.05862 0.13864 -0.51 0.35 0.46
H 0.17701 5.84915 0.70710 -0.33 -0.45 0.37
H 2.30481 4.25179 -1.73152 0.12 0.72 0.21
C -1.69495 -3.38793 -5.15624 0.05 -0.09 -0.07
C -0.19428 -3.70604 -5.02253 -0.37 -1.00 0.27
C 0.61220 -2.76841 -4.19964 0.13 1.65 -0.37
O -0.09510 -4.99261 -4.37832 -1.01 -0.05 -0.74
H -1.95915 -2.44957 -5.64387 0.52 0.16 -0.14
H -2.23141 -3.35243 -4.20805 0.32 -0.08 0.31
H -2.17984 -4.16515 -5.74692 0.09 -0.17 -0.04
H 0.24881 -3.78554 -6.01523 -0.04 0.00 -0.25
H 1.66948 -3.01839 -4.11144 -0.13 -0.57 0.21
H 0.15082 -2.61119 -3.22470 0.17 0.05 0.11
H 0.66047 -1.82436 -4.74235 -0.26 0.44 0.22
H 0.74763 -5.02404 -3.91962 0.40 -0.14 0.46
C -4.13338 -5.79053 -2.74685 -0.78 0.52 -0.58
C -2.82991 -6.05725 -1.96312 -0.72 -0.82 -2.38
C -2.13517 -7.30309 -2.48527 -0.30 -1.58 0.42
O -1.88640 -5.02703 -2.14986 -0.28 1.07 1.88
H -4.83748 -6.62056 -2.68852 0.14 -0.22 0.18
H -4.08064 -5.53728 -3.80570 1.01 -0.60 -0.43
H -4.70311 -4.89869 -2.48579 0.27 0.10 1.14
H -3.21902 -6.25788 -0.96491 0.97 0.76 0.55
H -2.70600 -8.21862 -2.33011 -0.74 0.04 -0.31
H -1.25508 -7.61244 -1.92149 0.43 0.82 0.03
H -1.88770 -7.24524 -3.54523 0.04 0.21 0.02
H -1.62630 -4.95821 -3.07139 0.29 -0.45 -0.44
C -2.13226 -1.73696 1.51869 1.78 -1.11 0.25
C -1.37687 -3.05496 0.91409 -1.21 3.63 -0.53
C -2.24470 -4.19204 1.07011 -1.05 -2.27 1.76
O -1.26852 -2.79218 -0.45651 0.21 1.68 -1.92
H -1.59132 -0.82694 1.25917 0.26 -0.14 0.13
H -2.06658 -1.88769 2.59622 -0.07 0.33 0.19
H -3.16975 -1.50233 1.28065 -0.05 -0.89 -0.50
H -0.35313 -3.11216 1.28391 -0.16 -0.23 0.69
H -2.35054 -4.38609 2.13746 0.10 -0.33 0.25
H -1.85193 -5.09762 0.60778 -0.06 -0.01 -0.11
H -3.27417 -4.00753 0.76309 0.19 0.16 -0.55
H -0.92399 -3.49672 -1.01016 -0.09 -0.80 0.24
C 4.68576 2.64890 -1.67102 -0.71 -0.41 0.09
C 4.34571 3.52171 -0.44765 3.01 0.79 -2.00
C 5.70635 3.77090 0.37945 -2.44 -0.85 -0.59
O 3.89676 4.77103 -1.08703 -0.17 -0.53 1.22
H 4.76025 1.58351 -1.45306 0.33 -0.05 0.30
H 5.56884 2.98697 -2.21322 0.03 0.06 0.17
H 3.83478 2.70899 -2.34950 0.00 0.09 -0.18
H 3.51971 3.02039 0.05682 0.12 0.64 0.56
H 6.52341 4.15015 -0.23431 -0.36 0.30 -0.24
H 6.01642 2.76535 0.66376 0.08 0.15 0.59
H 5.46828 4.42803 1.21588 0.41 -0.17 0.18
H 4.57194 5.45118 -1.03112 0.09 -0.12 0.13
C -0.50744 -0.56923 5.64857 -0.11 1.44 -1.06
C -0.12204 -1.88371 6.26131 0.46 1.26 0.47
C 0.07791 -1.77513 7.79988 0.12 -1.13 -0.73
O -1.15613 -2.70117 5.83491 -1.67 -1.24 0.17
H 0.21845 0.23416 5.77404 0.27 -0.18 0.01
H -1.46702 -0.12562 5.91414 -0.14 -0.44 1.00
H -0.70956 -0.68806 4.58409 0.59 -0.21 -0.28
H 0.75548 -2.26011 5.73559 0.68 0.23 0.43
H 1.00683 -1.31011 8.12996 -0.11 0.61 -0.46
H 0.23919 -2.78674 8.17234 -0.44 -0.27 0.22
H -0.79298 -1.32544 8.27678 0.09 -0.01 0.00
H -1.20672 -3.53938 6.30016 0.25 -0.04 0.16
C -4.81756 -2.03996 -4.02976 -0.28 0.17 0.83
C -4.02127 -1.38391 -2.86279 -1.37 -0.64 1.57
C -4.82519 -0.16202 -2.23124 1.04 -0.20 -1.47
O -3.87887 -2.32089 -1.74802 -0.71 0.22 -0.92
H -5.66550 -2.58969 -3.62124 -0.36 0.44 0.32
H -4.37404 -2.83390 -4.63065 0.84 0.41 0.05
H -5.17628 -1.23250 -4.66804 -0.06 -0.15 -0.20
H -3.03773 -1.07339 -3.21539 0.05 0.26 0.07
H -4.99728 0.55658 -3.03255 0.04 0.25 -0.10
H -4.20932 0.33162 -1.47950 0.01 -0.15 0.09
H -5.81245 -0.35665 -1.81224 0.21 -0.71 0.02
H -2.97770 -2.52469 -1.48734 0.51 0.14 -0.17
```
Positions in Å, forces in eV/Å.

---

This record from the OMol25 dataset describes a structure of composition C28H16F9N6O11ReS. The level of theory is the ωB97M-V functional and the def2-TZVPD basis.

## Properties
- LUMO (alpha / beta): 0.7 / 0.4 eV
- ΔE to the lowest compared entry with this formula, charge and spin: 164.8 kJ/mol
- Calculated total energy: -3608.07363 a.u.
- Expectation value of S²: 0.761
- Multiplicity: 2
- Total charge: -1
- Gap between HOMO and LUMO (alpha / beta): 6.02 / 5.66 eV
- Highest occupied orbital energy (alpha / beta): -5.37 / -5.25 eV

Structure (XYZ):
```
72
Properties=species:S:1:pos:R:3:forces:R:3
Re -0.44918 0.66752 0.15053 0.81 -1.27 -0.08
C -1.72497 4.80088 -3.17247 0.00 0.03 0.02
C -1.71314 3.54355 -3.75591 -0.01 -0.02 -0.02
C -1.82197 2.40671 -2.96958 0.00 0.05 0.01
C -1.95284 2.54066 -1.59707 -0.04 0.27 0.42
C -1.96700 3.79690 -1.00231 -0.01 0.02 -0.08
C -1.84778 4.92748 -1.79526 0.00 -0.05 -0.03
N -2.00710 1.36759 -0.78152 -0.87 -0.03 -0.49
C -3.23090 0.85129 -0.39536 0.34 0.18 -0.01
C -4.49237 1.37904 -0.70063 -0.05 -0.05 0.05
C -5.61428 0.70898 -0.26252 0.12 0.00 -0.02
C -5.51485 -0.47969 0.47469 0.10 -0.02 0.03
C -4.27982 -1.01112 0.78378 -0.09 0.08 -0.02
C -3.14588 -0.32613 0.36382 0.23 0.06 0.08
N -1.81641 -0.73365 0.49982 0.15 0.18 -0.03
N -1.53015 -2.01428 0.51093 0.31 0.20 -0.32
C -0.31286 -2.19308 -0.08246 -0.68 0.34 0.15
C 0.28336 -3.44485 -0.16476 0.50 -0.14 -0.31
C 1.39336 -3.58703 -0.97833 -0.44 -0.21 0.38
C 1.87739 -2.50260 -1.68772 -0.07 0.69 -0.15
C 1.30689 -1.25328 -1.49813 0.10 -0.56 -0.71
N 0.20013 -1.09678 -0.74402 0.32 0.09 0.89
H -1.62532 5.68253 -3.78986 0.01 0.04 -0.03
H -1.59735 3.44360 -4.82583 0.01 0.00 -0.05
H -1.78075 1.41883 -3.40473 0.00 -0.08 -0.03
H -2.04410 3.87172 0.07313 0.00 -0.01 0.09
H -1.83946 5.90480 -1.33438 -0.01 0.07 0.03
H -4.57075 2.29510 -1.26748 0.00 0.04 -0.03
H -6.59107 1.11124 -0.49138 -0.05 0.02 -0.01
H -6.41303 -0.97635 0.81036 -0.05 -0.04 0.02
H -4.16998 -1.92106 1.35237 0.01 -0.08 0.02
H -0.15194 -4.26587 0.37870 -0.05 -0.06 0.07
H 1.87087 -4.55357 -1.06969 0.01 -0.02 -0.01
H 2.73428 -2.58257 -2.33780 0.03 -0.01 0.00
H 1.62509 -0.39557 -2.06838 0.11 0.06 0.16
O -1.05548 0.93341 3.75929 0.02 -0.01 0.02
S -0.14676 1.42393 2.77620 -0.30 0.24 -0.37
O -0.95046 2.01727 1.54475 -0.20 0.36 0.41
O 0.41307 0.24576 1.92109 -0.14 -0.22 -0.05
O 0.86133 2.35074 3.17309 0.10 -0.09 -0.01
F 4.62772 -2.34979 -0.06422 0.04 -0.11 -0.09
C 4.38736 -1.49241 0.95099 0.01 0.06 -0.03
F 5.51489 -1.43404 1.68519 0.10 -0.05 0.05
F 3.44776 -2.05522 1.70640 -0.05 -0.04 0.13
C 3.90329 -0.11158 0.39401 -0.03 -0.01 -0.03
O 2.64497 -0.17477 0.03373 -0.34 0.29 0.06
C 4.81121 0.26527 -0.82355 0.04 -0.04 0.00
F 4.38120 -0.34024 -1.93880 -0.02 -0.07 -0.09
F 6.10676 -0.06651 -0.67688 0.19 0.02 0.00
F 4.76984 1.58654 -1.06613 -0.03 0.14 -0.07
C 4.12367 0.96634 1.50137 0.06 -0.07 -0.04
F 3.43760 2.07844 1.22364 -0.10 0.10 0.00
F 3.70829 0.51981 2.68857 -0.11 -0.02 0.17
F 5.41405 1.33123 1.64479 0.21 0.08 0.07
O 1.75050 2.45610 -2.68899 -0.10 0.07 0.23
C 1.45661 2.64664 -1.53176 0.57 0.11 -0.51
O 0.72305 1.84070 -0.82179 -0.65 -0.52 0.23
C 1.91125 3.85972 -0.77074 0.03 0.16 -0.07
C 2.94466 4.62308 -1.30410 -0.13 -0.11 0.16
C 3.33596 5.76384 -0.63084 0.04 0.06 0.02
C 2.73993 6.19287 0.54248 -0.06 -0.22 -0.05
C 1.70982 5.40938 1.02412 0.05 0.01 0.01
C 1.28398 4.24824 0.40716 0.09 -0.07 -0.09
N 1.00293 5.86400 2.23446 0.15 0.09 -0.30
O 1.60591 6.59944 2.98545 0.11 0.13 0.22
O -0.14538 5.51561 2.36224 -0.33 -0.16 0.12
N 4.42147 6.58822 -1.19758 -0.26 -0.13 0.01
O 4.98372 6.17316 -2.18503 0.14 -0.05 -0.16
O 4.66414 7.64140 -0.64901 0.13 0.22 0.12
H 3.42893 4.31585 -2.21818 0.00 0.01 -0.03
H 3.05973 7.09007 1.04997 -0.01 -0.04 -0.02
H 0.49241 3.65749 0.85070 0.02 0.09 -0.03
```
Positions in Å, forces in eV/Å.

---

This record from the OMol25 dataset describes a cluster of 2 separate species, C4H11NO2 in total. The level of theory is the ωB97M-V functional and the def2-TZVPD basis.

## Properties
- LUMO (alpha / beta): 3.7 / 3.6 eV
- ΔE to the lowest compared entry with this formula, charge and spin: 199.5 kJ/mol
- Calculated total energy: -364.16265 a.u.
- Expectation value of S²: 0.750
- Multiplicity: 2
- Total charge: -1
- Gap between HOMO and LUMO (alpha / beta): 2.86 / 9.93 eV
- Highest occupied orbital energy (alpha / beta): 0.83 / -6.33 eV

Structure (XYZ):
```
18
Properties=species:S:1:pos:R:3:forces:R:3
N -0.35834 -0.09500 1.18133 -2.54 -0.57 0.91
C 0.85379 0.19497 0.66515 -4.47 1.82 0.41
C 1.03895 1.19093 -0.46241 -0.95 2.00 0.20
C 1.83001 0.45282 -1.40828 4.54 -0.93 -1.96
C -0.15237 1.78587 -1.22852 -1.97 1.65 -0.77
O 1.75900 -0.32322 1.19660 4.86 -1.88 1.25
H -1.30142 0.30190 1.03057 0.98 -0.11 -0.51
H -0.42135 -0.85894 1.90229 0.44 1.05 -1.03
H 1.55177 2.05898 -0.06339 0.66 -0.18 0.41
H 2.64952 -0.14628 -0.90734 -0.44 1.14 -0.39
H 1.30356 -0.36734 -1.84552 -0.91 -0.18 -0.81
H 2.30478 1.13622 -2.19478 -0.72 -1.12 0.80
H -0.47780 2.99055 -1.29766 1.61 -3.13 0.55
H -0.97768 1.32965 -0.74528 -1.51 -0.07 0.29
H -0.25176 1.38443 -2.26618 0.45 0.49 0.67
H -4.04933 -3.53623 0.53810 1.27 2.85 -0.12
H -3.24522 -2.08987 0.81090 1.52 0.79 2.29
O -3.75888 -2.58749 0.22507 -2.81 -3.60 -2.19
```
Positions in Å, forces in eV/Å.